Molecular formula: C16H61B5N3O5SnTi2
Method: DFT, ωB97M-V/def2-TZVPD

frontier orbital gap (alpha / beta) = 3.290 / 5.523 eV
molecular weight = 644.185 g/mol
LUMO energy (alpha / beta) = 0.0397 / 0.0520 hartree
maximum force = 3.356 eV/A

```
! RIJCOSX wB97M-V def2-TZVPD def2/J DEFGRID3
* xyz -1 7
Sn -1.4150 3.0484 -0.1347
Ti -0.0001 -0.1553 -3.1982
Ti -3.4827 -0.5449 -2.1357
B -0.8181 3.7408 -3.9045
H -0.5472 3.2342 -4.9157
H -1.6451 4.5453 -4.0021
H -1.1095 2.9035 -3.1382
H 0.1468 4.2527 -3.5435
B -1.3720 0.0590 -0.8877
H -0.2880 0.4082 -0.6901
H -1.4923 -0.9798 -1.3168
H -2.1000 0.1967 -0.0141
H -1.6129 0.8063 -1.6950
B -2.3536 0.0323 -4.3344
H -2.0610 0.0203 -5.4486
H -1.6415 0.7544 -3.8424
H -3.4200 0.4648 -4.3134
H -2.2175 -0.9903 -3.8706
B -4.4542 1.8008 -1.2007
H -5.1055 2.5945 -0.6766
H -3.8143 1.2937 -0.3764
H -5.1860 1.0443 -1.7008
H -3.7764 2.3418 -1.9653
B 1.6506 3.1366 -1.3356
H 2.0432 3.2468 -0.2461
H 2.4677 2.6102 -1.9708
H 0.6924 2.4626 -1.3201
H 1.4207 4.1630 -1.7957
C -4.1486 0.4481 4.7847
O -2.8376 0.5907 4.3039
C -2.5789 0.0331 3.0281
C -1.1095 0.3585 2.6643
N -0.9743 1.8002 2.6349
C 0.4825 2.1345 2.7829
C 0.6844 3.5632 3.1112
O 0.1926 4.3259 2.0277
C 0.0935 5.7288 2.2254
H -4.3947 -0.6200 4.7582
H -4.8424 0.9638 4.1084
H -4.3013 0.8667 5.7765
H -3.2646 0.4133 2.2576
H -2.8450 -1.0246 2.9019
H -1.0549 -0.0372 1.6447
H -0.4788 -0.2061 3.3554
H -1.5016 2.1002 3.4515
H 1.0510 1.7653 1.9364
H 0.7970 1.6327 3.7066
H 1.7825 3.6457 3.0414
H 0.3065 3.9384 4.0642
H -0.6052 6.0036 1.4378
H 1.0831 6.1674 2.0497
H -0.1771 6.1485 3.1996
C 4.1911 0.5269 4.0067
O 3.2822 0.1142 3.0280
C 3.8478 -0.4726 1.8873
C 2.8197 -0.6219 0.7199
N 2.0358 -1.8725 0.5875
C 2.5706 -3.0575 1.2532
C 2.1157 -3.1865 2.7091
O 0.7327 -2.9283 2.8977
C -0.1640 -3.8065 2.2059
H 4.9210 1.2759 3.6783
H 4.6314 -0.2839 4.5914
H 3.6179 1.1366 4.7137
H 4.4300 -1.3915 1.9900
H 4.4821 0.3290 1.4853
H 3.4702 -0.4434 -0.1444
H 2.0223 0.1161 0.6106
H 1.2615 -1.6368 1.2131
H 3.6528 -3.1618 1.1924
H 2.1132 -3.9631 0.8369
H 2.5571 -2.4751 3.4155
H 2.4355 -4.1093 3.2110
H -1.2128 -3.6505 2.4347
H 0.1082 -4.8195 2.5202
H 0.0196 -3.6962 1.1364
C -0.0430 -3.8248 -2.1190
C 1.1125 -3.0736 -2.7866
C 0.7955 -2.8528 -4.2838
O 0.9075 -4.0676 -5.0024
C 0.1092 -4.0377 -6.1942
N 1.2989 -1.7102 -2.2377
H -0.9915 -3.2839 -2.1393
H 0.2012 -3.7451 -1.0538
H -0.0674 -4.8338 -2.5164
H 2.0228 -3.6755 -2.7791
H 1.6242 -2.2591 -4.7081
H -0.1240 -2.2766 -4.4669
H -0.9486 -3.8780 -5.9867
H 0.2249 -4.9923 -6.7027
H 0.5223 -3.2624 -6.8434
H 2.2900 -1.5614 -2.4279
H 1.2573 -1.8186 -1.2108
*
```

***

Molecular formula: C10H30ClO5
Method: DFT, ωB97M-V/def2-TZVPD

frontier orbital gap = 9.430 eV
energy above the lowest of the compared OMol25 structures with the same formula, charge and spin = 1.240 eV
molecular weight = 265.798 g/mol
LUMO energy = 0.1203 hartree
maximum force = 2.389 eV/A

```
! RIJCOSX wB97M-V def2-TZVPD def2/J DEFGRID3
* xyz -1 1
Cl -0.2802 0.2317 -0.6035
C 0.8479 3.8939 -4.1431
C 1.2679 2.6390 -3.3905
O 1.1062 2.8072 -1.9876
H 1.3350 4.7565 -3.6883
H -0.2130 4.1437 -4.1291
H 1.0141 3.8893 -5.2203
H 2.3299 2.4306 -3.5203
H 0.7903 1.7181 -3.7249
H 0.8216 2.0311 -1.4995
C -2.1063 -3.5158 -1.1472
C -0.8611 -3.7234 -0.3022
O -0.7434 -2.7991 0.7693
H -2.0242 -2.6319 -1.7798
H -3.0960 -3.4794 -0.6922
H -1.9506 -4.3727 -1.8027
H 0.0014 -3.6479 -0.9645
H -0.9025 -4.7678 0.0069
H -0.6140 -1.9591 0.3229
C -0.0938 1.4238 3.4598
C 0.3481 2.6087 2.6046
O -0.4608 2.7449 1.4745
H -0.1111 0.5782 2.7722
H -1.0760 1.5539 3.9142
H 0.4684 0.9504 4.2647
H 1.4004 2.5160 2.3357
H 0.1730 3.5914 3.0423
H -0.2719 1.9699 0.9403
C -3.4480 -0.9917 0.9798
C -3.1399 0.1836 1.8081
O -2.8439 1.3505 1.0675
H -2.8661 -1.3050 0.1130
H -4.4574 -0.7874 0.6228
H -3.4638 -1.8668 1.6295
H -2.3198 -0.0825 2.4750
H -3.9475 0.5111 2.4628
H -2.1849 1.0126 0.4566
C 4.3899 -1.9990 0.2008
C 3.1111 -1.3486 -0.1421
O 2.4593 -0.7851 0.9790
H 4.6071 -2.8851 -0.3956
H 4.5278 -2.3957 1.2066
H 5.1802 -1.2749 0.0024
H 2.4367 -1.9967 -0.7019
H 3.2543 -0.4993 -0.8101
H 1.6055 -0.4209 0.7342
*
```

***

Molecular formula: C20H54F3IN17O32
Method: DFT, ωB97M-V/def2-TZVPD

frontier orbital gap = 5.445 eV
molecular weight = 1228.637 g/mol
LUMO energy = 0.0413 hartree
maximum force = 4.822 eV/A

```
! RIJCOSX wB97M-V def2-TZVPD def2/J DEFGRID3
* xyz -1 1
C 0.9821 0.4354 0.6190
C 0.1832 1.7278 0.0783
C -0.9425 1.3631 -0.9881
I -0.3799 2.3542 -2.8957
N -2.2832 1.8351 -0.6550
C -2.9254 0.9526 0.2415
F -4.2977 1.2861 0.3526
F -2.4020 1.1429 1.5699
F -2.9112 -0.4197 -0.1270
H 1.9245 0.2989 0.0193
H 0.2883 -0.4539 0.4695
H 1.1663 0.5305 1.7278
H -0.2003 2.3093 0.9736
H 0.9606 2.3661 -0.4504
H -0.8618 0.2613 -1.1987
C -1.7501 1.4037 5.2087
N -0.5205 0.7140 4.7406
O 0.0002 1.1311 3.7247
O -0.1233 -0.2232 5.4123
H -1.9833 2.2108 4.5183
H -2.5518 0.6681 5.2269
H -1.5477 1.7934 6.2047
C -0.9822 -3.1703 -2.1171
N 0.1488 -2.2315 -2.3156
O 1.2783 -2.6664 -2.1644
O -0.1393 -1.0900 -2.6128
H -0.5867 -4.1492 -1.8556
H -1.5944 -2.7743 -1.3128
H -1.5393 -3.2171 -3.0520
C 0.5780 -8.0798 -2.2254
N -0.4693 -7.1161 -1.7993
O -0.1174 -6.1585 -1.1358
O -1.6083 -7.3539 -2.1463
H 1.5395 -7.7422 -1.8471
H 0.3190 -9.0516 -1.8090
H 0.5773 -8.1025 -3.3139
C 3.0892 2.3081 5.2951
N 2.1283 3.1313 6.0739
O 1.0101 3.2663 5.6144
O 2.5291 3.6112 7.1148
H 2.5930 1.9488 4.3958
H 3.9353 2.9442 5.0419
H 3.3948 1.4762 5.9268
C 0.6320 -3.5930 2.4557
N 1.8525 -3.3831 1.6346
O 2.3258 -4.3540 1.0637
O 2.2917 -2.2560 1.5905
H 0.3507 -4.6413 2.4043
H 0.8714 -3.3060 3.4785
H -0.1529 -2.9620 2.0417
C -0.2660 5.1036 3.6763
N -1.6816 5.3032 3.2698
O -1.8963 5.6183 2.1163
O -2.5293 5.1354 4.1280
H 0.3738 5.2849 2.8162
H -0.0501 5.8116 4.4741
H -0.1657 4.0788 4.0206
C -3.3989 -6.9200 -5.1493
N -2.2553 -5.9946 -5.3528
O -1.1361 -6.4484 -5.2121
O -2.5229 -4.8475 -5.6450
H -3.0116 -7.9030 -4.8942
H -4.0031 -6.5204 -4.3373
H -3.9616 -6.9553 -6.0803
C -2.2965 5.8388 -4.0997
N -1.1024 6.0843 -4.9500
O -0.6235 5.1318 -5.5338
O -0.6864 7.2300 -5.0028
H -2.5489 4.7823 -4.1501
H -2.0415 6.1252 -3.0813
H -3.1082 6.4498 -4.4910
C -5.4885 4.1228 1.6789
N -6.6286 4.5143 2.5486
O -7.6311 4.9412 2.0044
O -6.4788 4.3799 3.7477
H -5.7639 4.2956 0.6421
H -4.6345 4.7377 1.9593
H -5.2885 3.0672 1.8532
C 0.8747 8.0220 -7.3490
N 2.1476 8.5961 -7.8591
O 2.9848 8.9230 -7.0415
O 2.2616 8.6991 -9.0691
H 0.9125 7.9902 -6.2667
H 0.0663 8.6664 -7.6882
H 0.7794 7.0190 -7.7605
C 1.4884 -7.3229 1.3832
N 1.1999 -8.7798 1.4224
O 0.4504 -9.1812 2.2899
O 1.7387 -9.4704 0.5754
H 0.9450 -6.8360 2.1879
H 2.5618 -7.1970 1.5113
H 1.1599 -6.9492 0.4157
C -3.9814 -3.4510 1.9556
N -2.7671 -4.1461 1.4562
O -2.2762 -3.7363 0.4242
O -2.3501 -5.0777 2.1200
H -4.2323 -2.6476 1.2661
H -4.7832 -4.1855 2.0029
H -3.7497 -3.0547 2.9423
C 3.0256 5.3651 -0.3585
N 2.9262 4.8018 1.0126
O 3.2646 5.5155 1.9422
O 2.5121 3.6668 1.1062
H 3.4075 6.3807 -0.2920
H 3.7062 4.7322 -0.9245
H 2.0260 5.3547 -0.7903
C -0.7900 7.7453 -11.3895
N -1.9410 8.1640 -10.5486
O -2.9283 8.5867 -11.1178
O -1.8083 8.0523 -9.3464
H -1.0468 7.8991 -12.4345
H 0.0639 8.3589 -11.1062
H -0.6030 6.6922 -11.1883
C 5.0589 -3.8673 2.6652
N 4.9308 -4.4385 4.0303
O 5.2764 -3.7431 4.9661
O 4.4858 -5.5695 4.1155
H 5.4654 -2.8624 2.7432
H 5.7297 -4.5127 2.1013
H 4.0648 -3.8487 2.2221
C 4.9833 -6.2874 7.0468
N 4.8565 -6.8577 8.4139
O 5.2037 -6.1598 9.3479
O 4.4126 -7.9866 8.5004
H 5.3895 -5.2827 7.1226
H 5.6534 -6.9330 6.4829
H 3.9901 -6.2687 6.6051
*
```

***

Molecular formula: C33H77BN7O10
Method: DFT, ωB97M-V/def2-TZVPD

frontier orbital gap = 5.288 eV
energy above the lowest of the compared OMol25 structures with the same formula, charge and spin = 6.259 eV
molecular weight = 742.830 g/mol
LUMO energy = 0.0659 hartree
maximum force = 3.090 eV/A

```
! RIJCOSX wB97M-V def2-TZVPD def2/J DEFGRID3
* xyz -1 1
C 1.7792 -2.1938 1.0748
C 0.2787 -1.6638 1.5628
C 0.2864 -0.0402 1.8729
C -0.0286 0.7244 0.4308
C -1.0404 2.0170 0.5821
C -2.5805 1.6275 0.9859
B -3.2892 0.5322 -0.0687
O -2.9421 0.8093 -1.4759
C -3.6223 -0.0945 -2.4145
C -2.9772 -1.5968 -2.5321
C -1.3168 -1.5960 -2.7195
O -4.7433 0.5941 0.2320
C -5.1757 -0.5229 1.0856
C -6.1582 -1.4991 0.1948
C -6.3215 -3.0241 0.8340
O -7.5046 -0.8928 0.0317
H 2.4097 -2.4084 2.0570
H 2.2891 -1.3841 0.3993
H 1.6079 -3.2248 0.5357
H -0.0355 -2.2284 2.5521
H -0.5490 -1.8826 0.7447
H -0.5187 0.3037 2.6515
H 1.4011 0.2156 2.1991
H -0.3450 -0.0365 -0.4005
H 1.0211 1.1697 0.0832
H -0.6082 2.6606 1.4901
H -0.9998 2.7589 -0.3508
H -3.2186 2.6309 0.8801
H -2.7075 1.2849 2.1159
H -2.7903 -0.5121 0.2033
H -4.7735 -0.2174 -2.2465
H -3.5044 0.4020 -3.4937
H -3.3866 -2.0627 -3.5523
H -3.3289 -2.3425 -1.6894
H -0.9414 -2.4573 -3.4312
H -0.8639 -1.7459 -1.6511
H -1.0620 -0.5453 -3.2069
H -4.3172 -1.0812 1.6511
H -5.8633 -0.0410 1.9345
H -5.7439 -1.6501 -0.9080
H -5.4095 -3.6586 0.4662
H -6.4766 -3.0297 1.9943
H -7.3088 -3.4857 0.3512
H -7.4309 0.0988 0.1757
C -1.1615 2.9782 4.7558
O -1.7182 2.0816 4.1352
N -0.0233 2.8338 5.5207
C 0.5755 3.9469 6.2262
C 0.5939 1.5275 5.6224
H -1.5476 4.0106 4.7472
H 1.5989 4.0854 5.8652
H 0.5909 3.7205 7.2964
H 0.0097 4.8680 6.0625
H 0.8734 1.1869 4.6209
H -0.1294 0.8239 6.0448
H 1.4823 1.5688 6.2586
C 2.2485 -1.6711 -2.9848
O 1.8956 -2.8164 -2.7344
N 3.5544 -1.2345 -3.0569
C 3.8900 0.1408 -3.3592
C 4.6256 -2.1808 -2.8228
H 1.5148 -0.8716 -3.1791
H 4.4969 0.1651 -4.2692
H 4.4622 0.5570 -2.5249
H 2.9898 0.7420 -3.5123
H 4.5509 -2.9912 -3.5542
H 4.5163 -2.6011 -1.8188
H 5.5994 -1.6917 -2.9134
C -2.6971 -4.6238 -5.7121
O -2.4322 -3.6384 -5.0354
N -3.9664 -5.0865 -5.9881
C -4.1965 -6.2632 -6.7992
C -5.1066 -4.3736 -5.4501
H -1.9046 -5.2388 -6.1691
H -4.7944 -5.9807 -7.6708
H -4.7411 -7.0022 -6.2041
H -3.2530 -6.6997 -7.1376
H -5.0881 -3.3433 -5.8178
H -5.0351 -4.3596 -4.3586
H -6.0406 -4.8556 -5.7518
C 2.6974 0.9136 8.5174
O 3.2820 1.6486 7.7319
N 2.5070 1.1672 9.8593
C 1.8028 0.2443 10.7241
C 3.0277 2.3955 10.4231
H 2.2623 -0.0461 8.1936
H 0.9341 0.7533 11.1520
H 2.4754 -0.0720 11.5267
H 1.4658 -0.6362 10.1704
H 2.5777 3.2454 9.9015
H 4.1112 2.4243 10.2743
H 2.8009 2.4566 11.4910
C 2.6422 4.2684 -2.6765
O 2.8958 3.1283 -2.3095
N 1.6974 5.0987 -2.1116
C 1.4567 6.4380 -2.6054
C 0.9201 4.6170 -0.9885
H 3.1748 4.7332 -3.5224
H 1.6470 7.1521 -1.7987
H 0.4135 6.5150 -2.9255
H 2.1096 6.6699 -3.4512
H 1.5994 4.3543 -0.1720
H 0.3721 3.7205 -1.2931
H 0.2158 5.3820 -0.6499
C 4.0057 5.4572 5.3413
O 2.8931 5.4560 4.8304
N 5.0918 4.7351 4.8937
C 6.3780 4.7908 5.5556
C 4.9425 3.8936 3.7244
H 4.2285 6.0624 6.2353
H 7.1262 5.1537 4.8447
H 6.6473 3.7849 5.8908
H 6.3486 5.4609 6.4189
H 4.6382 4.5138 2.8760
H 4.1617 3.1519 3.9167
H 5.8828 3.3864 3.4912
C -1.3515 -5.5369 -9.3443
O -1.7044 -6.6822 -9.0939
N -0.0456 -5.1003 -9.4163
C 0.2900 -3.7250 -9.7186
C 1.0256 -6.0466 -9.1823
H -2.0852 -4.7374 -9.5385
H 0.8969 -3.7007 -10.6286
H 0.8622 -3.3088 -8.8843
H -0.6102 -3.1238 -9.8718
H 0.9509 -6.8570 -9.9136
H 0.9163 -6.4669 -8.1782
H 1.9994 -5.5575 -9.2728
*
```

***

Molecular formula: H37O18
Method: DFT, ωB97M-V/def2-TZVPD

frontier orbital gap = 10.419 eV
energy above the lowest of the compared OMol25 structures with the same formula, charge and spin = 5.886 eV
molecular weight = 325.278 g/mol
LUMO energy = -0.1084 hartree
maximum force = 3.285 eV/A

```
! RIJCOSX wB97M-V def2-TZVPD def2/J DEFGRID3
* xyz 1 1
O 3.2676 -0.8676 4.7493
H -1.1380 2.8238 4.0808
H 3.5645 -0.2520 5.3989
O -0.9819 0.0617 -2.8195
H -4.4672 -1.8457 -0.8403
O -2.0210 0.1314 0.1908
H -2.7148 0.7955 0.2363
H 4.3677 1.3918 -2.8784
O 3.7770 -2.7891 -0.1871
H -0.4538 0.3710 -2.0894
H 3.2591 -2.7948 -1.0037
O 1.7563 -2.3283 1.8467
H 1.0652 -1.2997 1.2854
H 2.5100 -2.4558 1.1819
O -3.6597 -2.4191 -1.0135
H -3.0538 -1.6754 -0.9673
H 2.8497 1.8193 -3.2046
O 0.0273 -5.4350 -1.5255
H 0.5593 -1.7688 -4.7772
H 1.2577 2.5525 -2.0412
O -3.5404 0.7350 -3.9627
H -3.3073 1.6688 -4.0205
H -3.5481 0.5079 -4.8912
O -0.5537 1.8477 1.0266
H -0.6495 2.7938 1.2277
H 1.2878 5.6461 1.1227
O 3.4011 1.0845 -2.8689
H -0.5848 -4.9187 -0.9540
H 4.6287 -3.1741 -0.4669
O -2.0763 -0.7072 5.9556
H -2.7616 -0.0260 5.9651
H -2.6593 -1.4788 5.7080
O 0.4132 -3.6030 3.6887
H 1.1049 -4.1585 4.0682
H -0.1768 -4.3601 3.4798
O -1.4102 3.2424 3.2800
H -0.7973 1.8138 0.1012
H -2.1623 3.8158 3.3028
O 0.3912 -0.5120 0.8597
H 0.0930 0.2529 1.4476
H 1.0459 -0.1132 0.1535
O -0.0533 5.4526 -3.1281
H 0.7344 4.8911 -3.1298
H -0.6428 4.7442 -2.9250
O 0.3345 5.5592 1.1166
H 2.4634 -1.3103 4.9958
H 1.2174 -3.1033 1.6647
O 0.2856 2.3973 -2.1269
H -2.1438 -0.6130 0.8105
H -0.1261 2.4740 -2.9738
O 1.2301 -2.4185 -5.0957
H -1.6998 -0.4918 -2.5249
H 0.7107 -2.7198 -5.8587
H -0.2244 -5.4115 -2.4348
H 0.0046 6.1767 1.7650
*
```

***

Molecular formula: C10H17NO7P2S
Method: DFT, ωB97M-V/def2-TZVPD

frontier orbital gap = 8.408 eV
molecular weight = 357.261 g/mol
LUMO energy = -0.0053 hartree
maximum force = 1.668 eV/A

```
! RIJCOSX wB97M-V def2-TZVPD def2/J DEFGRID3
* xyz 0 1
C -1.1220 -3.2856 1.9660
C -1.4092 -4.0215 0.6500
P -2.0277 -3.1064 -0.8170
C -3.0705 -1.7666 -0.1380
C -2.4061 -0.5296 0.4783
O -0.7015 -2.3257 -1.5345
S 0.5867 -1.9696 -0.6017
O 0.5939 -0.5400 -0.4641
O 1.6606 -2.3123 -1.8066
P 3.1720 -2.9417 -1.4760
O 4.0305 -1.5844 -1.6717
O 3.1700 -2.9670 0.1662
H -2.0414 -3.1296 2.5330
H -0.6745 -2.3092 1.8017
H -0.4511 -3.8549 2.6117
H -0.5066 -4.5441 0.3223
H -2.1591 -4.7989 0.8012
H -3.6966 -2.2509 0.6174
H -3.7224 -1.4466 -0.9501
H -1.7657 -0.0105 -0.2304
H -1.8437 -0.7643 1.3784
H -3.1800 0.1833 0.7729
H 4.4646 -1.3615 -0.8412
H 3.4756 -3.8408 0.4197
C 2.5391 4.0855 0.0981
C 1.7422 5.2216 0.1645
C 0.3892 5.1388 -0.1183
C -0.1407 3.9091 -0.4623
C 0.6338 2.7687 -0.5405
C 1.9860 2.8627 -0.2564
N -1.5841 3.8101 -0.7429
O -2.2396 4.8297 -0.6868
O -2.0339 2.7155 -1.0081
H 3.5951 4.1548 0.3240
H 2.1744 6.1738 0.4394
H -0.2414 6.0134 -0.0697
H 0.2011 1.8184 -0.8161
H 2.6027 1.9765 -0.3123
*
```